[1]
54
Properties=species:S:1:pos:R:3:mulliken_spin:R:1 method="wB97M-V/def2-TZVPD" homo_energy_ev="-16.3479 / -16.3449" s2=0.802 homo_lumo_gap_ev="3.81 / 3.06" lumo_ev="-12.538 / -13.281" multiplicity=2 charge=+3
H 1.975 0.525 5.952 0.001
H 4.528 -0.473 2.664 -0.007
C 1.515 2.367 -3.208 0.011
C -0.603 4.697 -1.727 0.005
C -2.312 6.805 -2.026 0.001
C -0.320 5.652 -2.682 0.000
C 2.833 1.312 -5.380 0.011
C -1.691 4.786 -0.878 -0.002
H 4.791 4.227 1.215 0.000
C 1.738 3.274 0.157 0.029
C 1.785 3.412 2.543 0.010
Cl -0.561 0.812 4.661 0.062
Cl -1.647 -3.058 -2.075 -0.002
C 2.328 1.253 -3.028 0.005
C -1.207 6.709 -2.853 -0.001
H 1.282 3.342 3.495 -0.006
C 3.007 0.748 -4.125 -0.003
C 0.996 0.424 4.060 0.142
H 2.448 0.816 -2.043 0.001
C 2.454 -0.169 2.167 0.043
H 0.045 2.819 1.420 0.003
Cl -2.358 -0.337 0.076 0.015
C 3.108 3.825 2.482 -0.004
O 1.609 -0.524 -0.039 0.002
H 3.325 0.880 -6.243 0.000
C 3.756 3.917 1.262 0.005
Ge 0.658 3.097 -1.548 0.010
Cl 4.687 -0.092 5.478 0.148
Mn -0.374 0.102 0.228 -0.012
C 1.092 3.128 1.378 0.019
C -2.568 5.852 -1.056 0.001
O 0.128 0.139 1.871 0.107
C 3.546 -0.225 3.041 0.139
C 1.142 0.162 2.664 0.121
C 3.070 3.647 0.084 -0.003
H 3.688 -0.081 -3.998 0.000
H 3.482 -1.005 0.461 0.000
H -1.882 4.037 -0.120 0.000
C 3.373 0.028 4.400 0.222
C 1.981 2.389 -5.558 0.001
C 2.533 -0.563 0.798 0.004
H 3.579 3.743 -0.867 0.001
C 1.302 2.908 -4.465 0.001
C 2.094 0.348 4.894 -0.072
H 3.626 4.102 3.388 0.001
H 1.825 2.810 -6.540 0.000
Ge -0.972 -2.196 -0.277 -0.004
H 0.605 3.722 -4.612 0.000
H -3.432 5.927 -0.410 0.000
Cl -1.152 -3.422 1.433 -0.001
H -2.960 7.669 -2.109 0.000
C -0.111 1.466 -0.733 -0.003
H -1.000 7.451 -3.608 0.000
H 0.568 5.600 -3.300 0.000


[2]
97
Properties=species:S:1:pos:R:3:lowdin_charge:R:1 method="wB97M-V/def2-TZVPD" homo_energy_ev=-10.9643 homo_lumo_gap_ev=8.19 de_lowest_kj_mol=31.5 lumo_ev=-2.779 charge=+1
C -3.081 1.080 -4.735 -0.090
C 2.918 1.561 -1.633 -0.117
H 0.333 3.380 -1.704 0.088
H 0.789 -1.594 6.499 0.102
H 4.638 1.379 -5.082 0.112
N -0.321 1.034 -3.115 -0.367
O -0.833 0.019 2.572 -0.488
C -1.681 3.318 -2.465 -0.351
C 2.463 0.015 2.059 -0.188
C 4.152 1.431 -4.116 -0.062
H 1.608 -2.239 5.077 0.099
H 4.470 -0.774 1.716 0.110
H -4.354 0.457 -1.652 0.097
H 0.467 5.843 -1.743 0.108
H 0.634 -4.299 5.772 0.111
C 4.701 2.210 -3.104 -0.066
H 1.821 0.516 1.320 0.073
H 0.831 -2.075 1.375 0.066
H -3.693 -3.760 -0.548 0.073
H -0.469 2.854 4.006 0.112
C 3.458 -0.922 1.346 -0.140
H 2.948 0.791 2.646 0.109
C 1.186 1.542 6.567 -0.169
C 4.087 2.274 -1.861 -0.070
H 2.340 0.143 5.310 0.102
O -3.043 -2.919 -2.814 0.092
H -1.459 7.173 -2.542 0.110
C -3.155 1.014 -3.346 -0.384
C 2.361 0.782 -2.645 -0.362
C -0.519 3.964 -2.036 -0.100
C -0.438 5.346 -2.067 -0.073
C -0.071 -3.469 5.782 -0.155
H -6.118 -0.205 -5.494 0.112
H -3.671 3.576 -3.235 0.104
H 5.615 2.761 -3.283 0.111
C -4.302 0.519 -2.735 -0.098
H 2.626 1.856 4.992 0.116
H 0.653 0.695 7.006 0.102
C -1.542 -2.105 4.496 -0.177
C -2.766 4.071 -2.905 -0.077
N -0.277 -1.359 4.667 -0.170
C 0.872 -1.541 -3.338 -0.382
N 1.665 -0.873 2.928 -0.196
H -4.090 0.695 -6.585 0.111
C -1.522 6.093 -2.515 -0.071
C -4.149 0.645 -5.506 -0.062
H -0.743 -3.393 -5.656 0.114
H -0.569 -3.469 6.753 0.112
C -2.929 -3.001 -0.459 -0.942
Cl -1.462 -3.742 0.230 0.625
H -6.262 -0.298 -3.030 0.113
H 2.574 0.089 -4.672 0.111
H -1.955 -4.204 4.932 0.115
H 2.666 -2.138 -2.302 0.103
N 0.775 1.143 4.265 -0.186
H 1.226 -2.950 2.861 0.107
C -5.291 0.147 -4.891 -0.059
P 0.764 -0.034 -2.352 0.877
C 2.988 0.712 -3.888 -0.079
C -0.303 2.062 4.735 -0.176
H 2.819 -4.315 -3.463 0.108
H -0.677 -3.931 3.742 0.095
C -2.681 5.458 -2.932 -0.067
C 1.554 -2.148 2.201 -0.203
H 0.711 3.553 5.942 0.112
C 1.052 -3.982 -4.640 -0.066
H -1.244 1.520 4.852 0.107
C -5.372 0.092 -3.507 -0.058
C 2.008 -3.636 -3.691 -0.070
H -1.993 -1.876 3.534 0.085
C 0.011 -3.115 -4.932 -0.057
H 3.585 -2.808 2.421 0.113
H -0.160 1.296 -4.081 0.082
C -2.583 -2.383 -1.832 -0.769
H 1.894 1.925 7.300 0.115
H 2.972 -3.005 0.781 0.108
P -1.750 1.509 -2.326 0.878
H -0.929 -1.241 -4.472 0.097
H 4.519 2.875 -1.071 0.109
O -1.801 -1.359 -1.789 -0.381
H 2.436 1.610 -0.661 0.082
C 0.195 2.602 6.082 -0.163
P 0.251 -0.257 3.568 0.522
H 3.472 -0.717 0.274 0.089
H -0.626 2.764 6.778 0.112
C 1.863 1.122 5.269 -0.198
H 1.116 -4.938 -5.144 0.109
C -1.119 -3.558 4.668 -0.169
C -0.086 -1.894 -4.277 -0.086
Pb -1.006 -0.062 -0.049 1.222
H -2.199 1.481 -5.223 0.107
C 0.635 -2.118 5.554 -0.180
Cl -3.534 -1.737 0.651 0.590
C 1.916 -2.419 -3.036 -0.100
H -2.245 -1.826 5.285 0.122
H -3.523 6.042 -3.282 0.111
C 2.962 -2.351 1.652 -0.146


[3]
82
Properties=species:S:1:pos:R:3:mulliken_spin:R:1 method="wB97M-V/def2-TZVPD" homo_energy_ev="-13.1545 / -13.1437" s2=0.755 homo_lumo_gap_ev="6.21 / 5.44" de_lowest_kj_mol=162.4 lumo_ev="-6.945 / -7.702" multiplicity=2 charge=+2
H 3.966 -5.895 -5.249 0.000
C 2.059 -3.638 -2.399 -0.008
C -0.196 -0.221 4.605 0.001
C 3.958 -4.655 -3.505 0.000
C -4.049 4.081 -0.080 0.000
C 1.173 3.693 1.554 0.001
N 1.838 -1.840 0.446 0.012
N 0.295 -0.800 2.344 -0.019
H -4.942 -1.603 -1.672 0.000
H -1.364 -3.445 0.275 0.007
H 1.436 -0.248 5.977 0.000
O 0.888 -0.942 -1.487 -0.012
C 0.627 3.613 -2.325 0.004
H -4.159 1.440 0.023 -0.006
C -2.699 3.713 -0.024 -0.027
H -4.418 -0.055 2.220 0.000
H -5.410 -0.678 0.914 0.000
C 4.518 -5.782 -4.315 0.000
H 1.172 3.622 -3.269 0.000
H -3.755 7.453 -0.067 0.000
H -0.689 4.502 0.046 0.002
H 1.639 4.083 0.650 0.000
C 0.544 2.169 -1.813 0.015
H -1.577 -0.199 2.930 -0.003
H 0.080 -3.482 0.881 0.001
H 1.969 -5.465 -3.489 0.000
Ge -0.357 1.866 -0.102 0.055
O -0.606 -2.910 0.522 -0.003
C 1.603 -1.052 2.688 0.007
H -2.842 -2.039 1.951 0.001
C 2.064 -0.820 3.993 -0.002
Ge -2.542 -0.604 -0.181 -0.027
H -2.158 -0.700 -2.693 0.001
C 3.816 -1.644 1.968 0.006
S 2.321 -1.319 -0.990 0.018
C -3.460 6.414 -0.054 0.001
C 4.243 -2.555 -2.337 0.001
C 0.813 2.205 1.438 0.021
H 0.303 4.308 1.791 0.001
C -2.801 -1.254 -2.008 0.029
C -1.755 4.731 0.012 0.010
H -4.827 3.334 -0.121 0.000
Ti 0.056 -0.804 0.252 0.854
H -3.805 -2.625 0.614 0.003
H -4.567 -0.017 -2.351 0.000
C -2.255 2.283 -0.008 0.073
O 3.261 -0.247 -0.984 -0.002
H -4.494 -1.453 -3.359 0.002
H 1.162 4.272 -1.640 0.000
C 4.296 -1.363 3.274 -0.001
H -0.354 4.042 -2.511 0.000
H 5.567 -5.622 -4.555 0.000
H 1.893 3.814 2.364 0.003
H 1.735 1.623 1.282 -0.001
C -3.093 1.242 -0.008 -0.061
H -1.358 6.836 0.021 0.000
H -5.260 -1.589 2.407 0.001
C -4.424 5.411 -0.093 0.000
H 5.352 -1.474 3.474 0.000
H 0.355 1.843 2.353 0.003
C -0.567 -0.404 3.268 0.008
H 4.430 -6.723 -3.770 0.000
C -4.712 -0.968 1.699 -0.001
C 3.447 -0.985 4.272 0.002
C 2.490 -1.518 1.677 -0.003
H -2.505 -2.305 -2.072 0.000
H 1.548 1.748 -1.713 0.002
H 4.512 -1.983 1.212 0.000
H 5.804 -3.581 -3.375 0.000
C -3.498 -1.715 1.140 0.024
H 0.019 1.551 -2.546 0.000
H 3.811 -0.802 5.273 0.000
C 1.117 -0.413 4.955 0.000
C 4.760 -3.597 -3.092 0.000
H 1.006 -3.648 -2.149 0.000
H -0.939 0.092 5.324 0.000
C 2.890 -2.591 -1.997 0.002
C -4.284 -1.070 -2.360 0.001
H 4.868 -1.729 -2.037 0.000
C 2.602 -4.654 -3.153 0.001
H -5.472 5.672 -0.137 0.000
C -2.121 6.070 -0.004 0.000


[4]
15
Properties=species:S:1:pos:R:3:nbo_charge:R:1 method="wB97M-V/def2-TZVPD" homo_energy_ev=-8.7391 homo_lumo_gap_ev=9.16 de_lowest_kj_mol=450.5 lumo_ev=0.420
H -1.911 0.736 1.571 0.209
C -0.464 0.505 -0.063 0.000
Cl -1.251 -0.847 -2.279 0.031
N 1.750 -2.035 -1.486 -0.719
H -2.876 1.067 -0.072 0.250
N 1.652 -0.240 0.281 -0.601
C -1.843 1.203 0.349 -0.642
C -0.094 -0.384 -1.095 -0.144
H -1.667 2.279 0.299 0.226
H 0.132 -0.227 1.798 0.208
C 1.254 -1.085 -0.710 0.418
H 1.023 1.716 1.482 0.252
C 0.650 0.569 0.961 -0.244
H 2.587 -0.798 1.024 0.399
H 1.057 -2.459 -2.062 0.358


[5]
14
Properties=species:S:1:pos:R:3:mulliken_spin:R:1 method="wB97M-V/def2-TZVPD" homo_energy_ev="-10.0051 / -9.8406" s2=0.757 homo_lumo_gap_ev="10.77 / 7.63" de_lowest_kj_mol=198.9 lumo_ev="0.768 / -2.207" multiplicity=2
C -0.423 -0.089 -0.367 -0.012
H -0.287 -1.946 0.787 0.162
H -0.115 -2.377 -1.089 0.089
H -0.770 2.391 0.459 0.000
C 0.486 0.944 0.223 0.000
H -0.802 0.001 -1.369 0.004
N -1.763 0.045 0.327 0.008
H 1.488 1.025 -0.141 -0.001
O 1.601 -1.745 -0.254 0.778
C 0.311 -1.603 -0.278 -0.028
H -2.020 -0.861 0.809 0.001
H 0.511 0.653 1.313 -0.001
H -2.409 -0.006 -0.481 0.000
O 0.212 2.407 0.249 0.000


[6]
19
Properties=species:S:1:pos:R:3:nbo_charge:R:1 method="wB97M-V/def2-TZVPD" homo_energy_ev=-2.2617 homo_lumo_gap_ev=5.32 de_lowest_kj_mol=353.8 lumo_ev=3.054 charge=-1
C -0.413 -0.977 0.376 -0.423
C -1.095 -1.193 1.757 -0.012
O -0.317 -1.861 2.630 -0.955
H -1.235 -0.135 2.123 0.052
H 1.240 -0.724 1.593 0.259
C 1.057 1.092 0.432 -0.608
H -2.138 -1.574 1.604 0.079
C -0.680 1.710 -2.565 -0.001
C 1.019 -0.428 0.560 -0.438
H -0.791 2.607 -1.931 0.136
H -1.612 1.140 -2.691 0.145
H 0.286 0.593 -2.650 0.390
H 0.174 1.533 0.909 0.198
N 0.407 1.507 -3.248 -0.674
H -0.983 -0.189 -0.160 0.139
H 1.039 1.401 -0.613 0.175
H 1.973 1.498 0.872 0.191
H -0.410 -1.890 -0.225 0.175
H 1.703 -0.881 -0.158 0.172


Ordered DFT total energy results: -8756.61464, -4057.64872, -6980.16106, -764.26091, -324.18869, -327.56130; unit Eh.